Record 1
ORCA calculation (wB97M-V/def2-TZVPD) on a structure of composition C53H44InN3P2S5.

```
108
Properties=species:S:1:pos:R:3:forces:R:3:mulliken_charge:R:1
H -2.15194 0.81021 4.50079 0.1042 -0.0185 0.0045 0.01
C 1.44580 -0.64936 2.62224 -0.0115 -0.1087 -0.0361 -0.50
C -2.11768 2.53112 -4.24803 -0.0010 0.0228 -0.0024 -0.60
C -6.17633 -0.84165 0.61327 -0.0075 0.0035 0.0144 -0.52
S 1.20721 4.18117 -0.75090 -0.1069 0.0446 0.0802 -0.22
C -4.14159 0.09972 4.85520 -0.0007 -0.0231 0.0024 -0.50
C -2.69564 3.21070 1.08644 -0.0562 0.0175 -0.0230 -1.99
C -5.00122 -1.29983 1.18519 -0.0303 -0.0008 0.0285 -0.64
H -0.02448 4.24953 7.12108 -0.0045 0.0274 0.0089 0.46
H -0.25884 2.31052 8.63788 -0.0054 0.0024 0.0236 0.41
C -3.84368 0.66657 0.40278 -0.0351 0.0749 0.0116 0.44
C -3.02637 4.79156 3.42404 0.0144 -0.0059 -0.0345 0.31
C -2.59175 1.03668 -2.42630 0.0079 -0.0670 0.0100 -0.57
C 2.01843 0.53495 -2.66532 -0.0226 -0.1346 0.0425 -0.50
H 5.60241 -2.21104 2.85286 0.0190 0.0261 0.0071 0.42
H 5.16354 -0.89056 -2.39502 -0.0219 -0.0344 -0.0003 0.61
C 0.36299 0.66992 5.74476 0.0418 0.0133 -0.0366 -0.03
H -2.91996 -0.90149 1.53320 -0.0015 0.0089 -0.0003 0.18
C -3.81586 6.16458 5.25025 -0.0014 0.0118 0.0065 -0.63
H -3.75604 7.93194 2.36918 -0.0020 0.0095 -0.0079 0.40
C 3.96335 -0.25258 3.64442 0.0359 0.0497 0.0205 -1.11
H 3.12711 1.64534 4.19594 0.0113 -0.0164 -0.0048 0.54
C 7.27633 1.16412 -0.11687 -0.0067 0.0119 -0.0202 -0.60
H -5.04126 2.05367 -0.72124 -0.0008 -0.0062 0.0090 0.39
H -1.66238 4.08861 -1.29253 -0.0141 -0.0056 -0.0149 0.29
C -0.04634 2.15650 7.58856 -0.0056 -0.0122 0.0189 -0.56
C -2.30829 2.04164 -1.49924 0.0361 0.1073 0.0103 0.65
H -1.51790 4.51229 -3.68243 0.0054 0.0236 -0.0108 0.39
C 3.11982 0.95918 3.34793 0.0514 -0.0117 0.0200 -0.45
H -0.01108 0.01805 7.74909 -0.0006 -0.0265 0.0162 0.43
C 5.82454 -0.76327 1.27184 -0.0289 0.0015 -0.0460 0.68
H -2.72301 0.48554 -4.48758 -0.0063 -0.0135 -0.0200 0.43
S -0.10483 -1.25975 2.51661 -0.0068 0.0196 0.0279 -0.03
H 6.35628 -3.04603 -2.15782 0.0059 -0.0073 0.0034 0.50
C 2.54904 -0.55058 -2.68124 -0.0320 0.2015 -0.0775 -0.19
C 0.49648 1.75823 4.88620 -0.0352 -0.0801 0.0069 0.60
N 1.74284 0.53054 3.14753 -0.0569 0.0455 0.0446 1.03
H -2.04090 2.72064 -5.31030 0.0026 0.0009 -0.0221 0.38
P -2.31930 3.18497 2.89526 -0.0471 0.0168 -0.0786 0.87
C -2.49806 1.27892 -3.78706 -0.0055 -0.0165 -0.0063 -0.63
C 5.18521 0.07979 0.36479 0.0222 0.0007 0.0369 0.64
C -1.83050 3.53572 -3.33765 -0.0271 -0.0153 -0.0181 -0.61
C -5.90548 1.39366 3.85996 -0.0169 -0.0436 -0.0135 -0.70
H -7.08310 -1.42701 0.69405 -0.0102 -0.0100 0.0008 0.39
H 5.01534 0.02611 3.69021 -0.0237 -0.0040 -0.0004 0.48
C 5.02484 -1.80188 2.02145 0.0346 -0.0913 -0.0537 -1.63
C -6.19150 0.37155 -0.06607 -0.0076 -0.0010 -0.0059 -0.80
H 0.45121 -0.33541 5.34896 0.0003 -0.0192 0.0032 0.39
C 3.23658 -1.80374 -2.63739 0.0317 -0.0128 0.0557 0.76
H 5.39571 1.69958 -1.01237 -0.0214 0.0223 -0.0193 0.56
N 5.81297 -6.47003 -2.08193 0.0640 -0.0997 0.0216 -0.51
P -2.27720 1.60263 0.27877 0.0263 -0.0470 0.0435 0.91
H -2.00902 3.94644 0.65953 0.0334 -0.0290 0.0455 0.54
C -3.20487 0.97453 4.31776 -0.0032 0.0037 -0.0021 0.22
H 7.83939 1.91698 -0.65173 0.0125 0.0150 -0.0096 0.42
H 3.67776 -0.70650 4.59854 -0.0020 0.0171 -0.0188 0.37
C -3.64308 7.09757 3.04922 -0.0060 0.0145 0.0011 -0.64
C 1.35548 2.55849 -0.94873 0.2673 -0.0408 0.0550 -0.01
C 4.57102 -4.22131 -2.37118 0.0009 0.0374 -0.0009 0.66
C 5.90710 1.04316 -0.32028 0.0191 -0.0049 0.0083 -1.19
S 2.33511 -2.40800 0.71087 -0.0054 -0.0462 -0.1284 -0.12
H 8.98244 0.41598 0.94474 0.0105 0.0018 0.0005 0.39
S 1.59976 1.40707 0.28149 -0.0283 0.0761 -0.1518 -0.45
H -6.95943 1.55457 3.67508 -0.0226 0.0065 0.0035 0.44
In 0.00602 -0.73854 -0.44034 -0.0189 -0.0087 0.0154 0.40
C -3.17537 5.88016 2.57035 0.0083 0.0043 -0.0080 -0.32
H -4.98497 -2.24077 1.71838 -0.0053 -0.0312 0.0131 0.44
C -3.60874 2.06131 3.55241 -0.0105 0.0205 -0.0307 0.16
H -6.22294 -0.37126 5.03956 -0.0121 -0.0119 0.0086 0.38
C 0.08508 3.24362 6.73873 0.0068 -0.0015 -0.0329 -0.79
C 5.28634 -3.02658 -2.31397 -0.0065 -0.0099 0.0010 -0.81
C 5.26151 -5.47124 -2.21102 -0.0487 0.0460 -0.0200 -0.07
H -4.06721 6.26763 6.29786 -0.0049 0.0044 0.0159 0.40
H -4.33581 8.18985 4.75926 -0.0038 0.0141 0.0047 0.38
C 0.35957 3.04398 5.39240 -0.0281 0.0224 0.0213 0.00
H -3.81282 -0.74173 5.45129 0.0049 -0.0136 0.0093 0.46
C 2.60873 -1.43377 2.02252 -0.1655 0.0978 0.0132 0.67
H -7.10758 0.72950 -0.51823 -0.0100 0.0010 -0.0013 0.42
H 7.69217 -1.28266 2.18455 0.0159 -0.0166 0.0203 0.42
C 7.91736 0.32282 0.77844 0.0239 -0.0125 0.0149 -0.64
H 3.47388 1.48815 2.45712 -0.0008 -0.0135 0.0280 0.26
C -1.92168 3.29183 -1.97500 -0.0706 0.0082 -0.0065 -0.71
C 7.19090 -0.63372 1.47630 0.0153 -0.0031 -0.0172 -0.54
N 3.80251 -1.21659 2.56068 0.0719 -0.0353 0.0939 0.20
S 1.27775 2.05280 -2.66133 0.0115 -0.0831 -0.1344 -0.20
C -5.48973 0.30884 4.62576 -0.0342 -0.0233 -0.0226 -0.61
C -3.96708 7.24308 4.38763 -0.0035 0.0108 0.0097 -0.53
H 1.45920 -2.98417 -2.85644 -0.0099 0.0053 -0.0037 0.51
C -3.34558 4.95360 4.77340 0.0054 -0.0071 0.0225 -0.70
H 4.73446 -2.62353 1.36631 0.0421 0.0447 0.0478 0.44
H -3.23528 4.11712 5.45433 0.0056 -0.0215 0.0096 0.36
H 0.45052 3.89086 4.72360 0.0099 0.0195 -0.0081 0.39
C -3.83875 -0.54732 1.07838 0.0372 0.0057 0.0544 -0.11
C 4.62071 -1.82472 -2.45058 0.0058 0.0203 0.0015 -0.29
H 4.11884 -0.00911 0.19173 -0.0258 0.0073 -0.0117 0.59
C 3.19352 -4.21066 -2.57922 0.0005 0.0120 -0.0019 -0.65
C -5.03133 1.11808 -0.17211 -0.0058 0.0336 -0.0070 -0.48
H -0.18676 1.23145 2.90940 0.0350 0.0523 0.0505 -0.35
C 2.53117 -3.00536 -2.71277 -0.0014 -0.0246 -0.0041 -0.33
H -3.72009 3.52340 0.85950 0.0247 -0.0198 0.0004 0.77
H 1.05658 2.46740 2.92953 0.0111 -0.0324 0.0363 0.51
H -5.30123 3.11766 2.74980 -0.0030 0.0135 -0.0143 0.38
C 0.09579 0.86857 7.08923 -0.0191 0.0093 0.0558 -0.88
H 2.65034 -5.14389 -2.62403 -0.0063 -0.0188 0.0001 0.47
C 0.72591 1.54649 3.41504 -0.0130 0.0167 0.0247 -1.19
C -4.97143 2.26532 3.33291 0.0292 0.0140 -0.0475 -0.30
H -2.93012 5.79130 1.52034 0.0043 0.0000 -0.0180 0.36
H -2.89986 0.05571 -2.07990 0.0086 0.0219 -0.0113 0.47
```
Positions in Å, forces in eV/Å.

Properties
Strongest force on any atom (hartree/bohr): 0.005
Charge: 0
M (g mol⁻¹): 1060.1
2S+1: 1
LUMO level (eV): -0.9

***

Record 2
ORCA calculation (wB97M-V/def2-TZVPD) on a structure of composition C53H46Cl3IrN8OS3Si.

```
116
Properties=species:S:1:pos:R:3:forces:R:3:mulliken_charge:R:1
C 0.27883 -3.95994 2.09047 0.0097 -0.0025 0.0328 -0.38
C 2.06298 -2.27929 3.42918 -0.0053 0.0069 0.0105 -0.28
H -2.79219 5.23468 3.86506 -0.0020 -0.0011 -0.0008 0.40
C -6.47364 1.47643 -0.32319 -0.0092 -0.0291 -0.0311 0.55
H -5.88065 -2.51948 -0.24633 0.0018 0.0014 -0.0006 0.44
H 0.60469 -0.70043 -4.13897 -0.0003 -0.0148 -0.0126 0.08
H 5.33248 3.36825 0.29011 -0.0036 -0.0002 -0.0010 0.46
C 3.95724 0.05037 -4.53407 -0.0041 -0.0012 0.0018 -0.75
C 5.08702 1.72543 3.72324 0.0051 -0.0022 -0.0004 -0.62
C 1.75121 -3.52536 3.95307 0.0078 0.0006 0.0054 -1.03
H 1.62310 -3.56414 -2.89422 0.0032 0.0077 0.0080 0.49
H -1.20412 5.23542 1.97454 0.0015 0.0005 -0.0031 0.48
C -1.58319 4.67188 -2.42514 -0.0079 0.0143 0.0173 0.81
C 2.11127 4.23285 -0.32900 -0.0103 -0.0064 0.0066 -0.31
C -1.58787 -3.99644 -3.76457 -0.0277 0.0093 0.0276 -1.32
C -1.67761 2.77720 -3.81704 -0.0019 0.0086 0.0085 0.85
Si -0.65185 -2.55809 -2.99530 0.0194 -0.0318 -0.0181 0.73
C 0.86026 -4.35627 3.28923 0.0040 -0.0049 -0.0151 -0.85
C 1.48530 -1.91052 2.22553 0.0367 -0.0082 -0.0544 0.16
H 2.73682 -1.61437 3.95217 0.0046 -0.0015 -0.0013 0.58
H 3.61307 3.09043 4.47635 0.0005 -0.0016 0.0009 0.47
H 0.14366 -2.40549 0.60819 0.0024 -0.0073 0.0030 -0.57
C 2.47002 1.91206 -0.74235 -0.0064 0.0258 -0.0213 0.42
C -4.53626 1.39576 -1.45524 0.0764 0.0567 0.3859 0.94
H 2.45696 1.33106 -3.67832 0.0009 -0.0023 0.0028 0.42
H -1.85941 -4.76121 -3.03557 -0.0105 0.0073 -0.0161 0.31
H -2.72544 -3.49076 5.24987 0.0012 -0.0001 0.0032 0.40
H 3.82218 5.32674 0.34996 -0.0009 -0.0016 -0.0013 0.44
C 0.59657 -2.73094 1.54067 0.0129 -0.0047 -0.0220 0.54
C -4.84382 -2.82482 -0.32374 0.0083 0.0127 -0.0191 -0.58
H -3.04881 -1.64473 1.38784 0.0046 0.0006 0.0182 0.20
C -2.53770 1.89592 3.38036 -0.0591 -0.0072 -0.0433 -0.49
H 2.19873 -3.84090 4.88606 0.0003 0.0011 -0.0002 0.42
H 1.31747 -2.63909 -1.42262 0.0020 -0.0130 0.0110 -0.23
H 0.75011 -2.25529 -4.96163 -0.0019 -0.0011 0.0026 0.37
H 4.46208 -0.87205 1.63476 0.0010 -0.0006 0.0008 0.47
H -0.49865 3.10317 0.94468 -0.0082 -0.0107 0.0375 0.39
C -3.00742 -2.66846 3.29400 0.0026 0.0026 0.0043 -0.58
H -0.43348 -4.59752 1.58444 -0.0030 -0.0021 0.0039 0.32
C -2.19919 -3.55260 -0.55010 0.0044 -0.0004 0.0026 0.71
H 4.46258 1.16394 -0.42369 0.0072 -0.0080 0.0023 0.48
C 3.80987 2.02724 -0.38677 -0.0095 0.0008 -0.0155 -0.48
H 5.90917 2.22029 4.22355 -0.0003 -0.0001 -0.0014 0.41
N 0.51002 0.62292 1.78995 0.0083 0.0326 -0.0104 -0.02
C -2.95898 3.10041 3.92666 0.0039 -0.0058 0.0068 -0.92
C -1.54894 3.26241 -2.50523 0.0183 -0.0122 -0.0138 -0.87
S 1.80143 0.30744 -1.19239 -0.0063 -0.3077 0.2980 0.35
C 0.86481 -3.32375 -2.14222 0.0185 0.0448 -0.0074 -0.37
H -5.10102 -4.60471 0.86571 0.0021 0.0000 0.0007 0.46
C -1.87943 4.93306 -4.78209 -0.0001 -0.0076 0.0036 0.34
H 1.72347 1.95825 3.31407 0.0016 -0.0013 0.0027 0.54
C 3.02504 -0.26374 -2.35485 -0.0016 -0.0029 0.0081 0.72
H 5.41637 -1.40429 -5.12719 -0.0014 0.0003 0.0006 0.42
C 3.08913 0.46157 -3.53775 -0.0092 -0.0127 -0.0162 -0.65
C -2.40064 -2.74367 4.53684 0.0005 0.0059 0.0008 -0.80
H -4.34795 -1.18286 -1.58993 0.0008 -0.0304 0.0067 0.75
N -1.67844 0.07493 0.24343 0.0999 -0.2026 -0.0613 -0.40
O -1.38182 2.51213 -1.45362 0.0155 -0.0257 -0.0141 -1.22
H -0.90868 -1.92385 5.85326 0.0004 -0.0002 -0.0003 0.42
C 4.66492 -1.79770 -3.16061 -0.0007 -0.0037 0.0044 -0.87
H -2.51022 -3.63686 -4.22736 0.0015 -0.0133 -0.0064 0.32
S 1.70469 -0.30572 1.52320 0.0374 -0.0572 -0.0119 1.56
N 2.24720 -0.62236 0.11007 -0.0957 0.0476 0.0151 -0.05
C 5.33404 0.60700 2.93376 0.0029 0.0036 0.0032 -0.78
C -1.15430 3.10603 1.80558 0.0302 0.0123 -0.0138 0.03
C -3.97457 -2.05174 -1.07523 -0.0072 -0.0197 -0.0114 -0.80
C -1.58024 -0.84678 2.72984 -0.0147 0.0056 0.0142 -0.06
H -0.98208 -4.47081 -4.54158 0.0178 0.0049 0.0067 0.35
C -1.74647 5.49295 -3.52202 -0.0021 -0.0025 -0.0012 -0.83
H 4.01479 0.60563 -5.46055 -0.0013 0.0009 0.0011 0.45
C -1.84461 3.56161 -4.94025 0.0035 0.0023 -0.0033 -0.98
H 0.62748 -4.25363 -1.61987 -0.0112 -0.0086 -0.0073 0.59
S -1.11954 0.38995 1.53466 -0.0815 0.1197 0.0929 1.93
N -5.60382 2.03377 -1.15522 -0.0536 -0.0335 -0.1314 -0.86
H -0.71358 -1.30348 -5.16404 -0.0022 -0.0049 0.0110 0.38
H 0.61193 -5.32129 3.71162 -0.0018 0.0015 -0.0028 0.45
C 3.44020 4.36193 0.04139 0.0049 0.0066 -0.0016 -0.81
C 2.73590 1.58598 3.23260 -0.0078 0.0086 -0.0166 -0.62
Cl -1.42408 5.40161 -0.85808 0.0106 -0.0102 0.0008 -0.19
N -7.27797 1.05150 0.39378 0.0240 0.0201 0.0162 -0.63
N -1.73134 -1.63487 -2.00047 0.0022 0.0570 0.0407 -0.15
C -4.41057 -3.98898 0.30294 0.0030 -0.0073 0.0168 -0.90
C -2.46476 4.29728 3.43485 0.0091 0.0055 -0.0170 -0.96
H 3.72164 -1.94762 -1.22889 -0.0020 0.0005 0.0017 0.34
H -1.16193 -3.85309 -0.62253 0.0104 -0.0034 0.0048 0.34
C -0.96776 -0.89950 3.97689 -0.0267 0.0035 0.0036 -0.31
C -2.61655 -2.38392 -1.21279 -0.0030 0.0279 -0.0163 -0.30
C -1.62417 1.91268 2.33669 0.0483 0.0063 0.0036 0.22
H 6.34251 0.23259 2.81928 -0.0024 0.0004 0.0016 0.44
H -2.71450 -5.25738 0.64019 0.0017 0.0018 -0.0024 0.39
H -1.94549 3.11031 -5.91742 0.0002 0.0012 -0.0008 0.51
C -1.56844 4.29861 2.37332 -0.0037 0.0020 0.0216 -0.89
C 4.28840 -0.01945 2.27939 0.0017 0.0126 0.0028 -0.68
C -1.37846 -1.86227 4.88018 -0.0121 0.0077 -0.0022 -0.85
H -0.18808 -0.19354 4.23418 0.0032 0.0009 0.0026 0.49
C 1.61417 2.99628 -0.72992 0.0004 -0.0313 0.0289 0.35
C 3.80247 -1.39086 -2.15116 0.0048 0.0086 0.0055 -0.02
H -1.77605 6.56512 -3.39118 0.0001 -0.0012 0.0005 0.47
C 4.74319 -1.08002 -4.34444 -0.0008 0.0017 -0.0018 -0.58
Cl -2.08968 5.96059 -6.16756 -0.0004 -0.0002 -0.0020 -0.24
Cl -1.57747 1.03974 -4.03217 0.0041 -0.0074 0.0081 -0.32
C 3.00189 0.47877 2.44619 0.0191 -0.0147 -0.0293 0.22
C 3.79793 2.21410 3.86988 -0.0035 0.0027 0.0066 -0.86
Ir -1.58303 0.43850 -1.72671 -0.1387 -0.1542 0.1546 2.67
H 5.27178 -2.68245 -3.02042 -0.0003 0.0004 0.0002 0.47
H -2.93597 0.96612 3.76051 0.0072 -0.0068 -0.0009 0.58
H -3.67977 3.09591 4.73318 0.0010 0.0005 -0.0011 0.46
C -2.59637 -1.71392 2.37050 -0.0124 0.0029 -0.0067 -0.47
H -3.80184 -3.35008 3.02366 0.0000 0.0036 0.0010 0.49
C 4.29246 3.26112 0.00951 0.0028 0.0044 0.0043 -0.84
C -3.07872 -4.34866 0.17125 -0.0163 0.0035 -0.0027 -1.04
H 1.44931 5.08892 -0.31328 -0.0046 0.0042 -0.0042 0.48
N -3.54752 0.85604 -1.74737 -0.0246 0.0785 -0.2822 -0.52
C 0.05369 -1.59018 -4.44167 0.0052 0.0128 0.0080 -1.14
N 0.44856 0.17611 -1.64255 0.0919 0.4132 -0.4122 0.06
H 0.57410 2.86324 -1.01386 -0.0160 0.0152 -0.0169 -0.52
```
Positions in Å, forces in eV/Å.

Properties
Strongest force on any atom (hartree/bohr): 0.011
Charge: 0
Energy relative to the best compared isomer or geometry (same formula, charge and spin) (eV): 4.184
M (g mol⁻¹): 1233.9
2S+1: 1
LUMO level (eV): -0.5